1.
This record from the Open Molecules 2025 dataset describes a cluster of 2 separate species, C3H11NO3 in total. The level of theory is ωB97M-V/def2-TZVPD.

Values from the calculation:
Gap between HOMO and LUMO ... 0.357 Ha
SMILES ... NC(CO)CO.O

Positions of all 18 atoms, in Å:
N1 1.25166 0.42710 0.91672
C1 0.35164 -0.62733 0.85905
C2 -0.99090 -0.35108 1.50358
O1 -0.82701 -0.39028 2.95229
C3 -0.11333 -0.84112 -0.63400
O2 -0.93685 0.25845 -1.08293
H1 2.03813 0.59302 1.51209
H2 1.25052 1.17099 0.17168
H3 0.89051 -1.43276 1.15226
H4 -1.70729 -1.20818 1.24430
H5 -1.57493 0.58850 1.25712
H6 -1.44349 0.20114 3.36228
H7 -0.77652 -1.74976 -0.64200
H8 0.64049 -0.90780 -1.59647
H9 -0.52903 1.05939 -0.80611
O3 1.12865 1.16564 -3.76385
H10 0.31936 0.80923 -3.94915
H11 1.72786 0.53327 -3.33897

Atomic partial charges in e from the natural (NBO) method, atoms 1 to 6:
1. N -0.879
2. C -0.113
3. C -0.073
4. O -0.740
5. C -0.064
6. O -0.734


2.
This record from the Open Molecules 2025 dataset describes a structure of composition C17H18AsN9O6STi. The level of theory is ωB97M-V/def2-TZVPD.

Values from the calculation:
Gap between HOMO and LUMO ... 0.278 Ha
Total charge ... -2

Positions of all 53 atoms, in Å:
Ti1 0.24296 -1.02320 0.07390
C1 -2.22865 1.95391 -1.75024
C2 -1.80475 2.14194 -0.31894
C3 -2.45139 1.46968 0.71530
C4 -2.01167 1.57966 2.02955
C5 -2.63101 0.75651 3.12493
C6 -0.92939 2.41670 2.30721
C7 -0.27489 3.10978 1.29696
C8 0.90638 3.99351 1.60534
C9 -0.71750 2.95083 -0.01498
H1 -2.84081 2.79343 -2.09625
H2 -2.79815 1.03172 -1.85965
H3 -1.35116 1.87146 -2.39276
H4 -3.26236 0.78886 0.47727
H5 -3.02299 1.39187 3.92390
H6 -1.87329 0.09326 3.54960
H7 -3.44243 0.13375 2.74345
H8 -0.55124 2.47369 3.32323
H9 0.58511 5.01441 1.83325
H10 1.58821 4.03636 0.75382
H11 1.45802 3.61096 2.46594
H12 -0.17929 3.43847 -0.82278
N1 2.96039 1.18656 1.03790
C10 2.14153 0.75644 2.07025
N2 2.35030 1.10032 3.32778
N3 1.37690 0.44348 4.00244
N4 0.62692 -0.21586 3.19163
N5 1.09784 -0.05256 1.93102
C11 2.48258 1.28166 -0.25632
N6 2.95016 2.14085 -1.14210
N7 2.21565 1.88858 -2.25577
N8 1.39552 0.92183 -2.05468
N9 1.52273 0.50917 -0.76395
H13 3.56867 1.94383 1.30533
O1 -1.89887 -4.15900 2.33656
As1 -2.19435 -2.85422 1.12688
O2 -0.77118 -1.93092 1.42824
O3 -0.95323 -0.74201 -0.97698
C12 -1.76107 -4.00605 -0.48659
C13 -2.90278 -4.35120 -1.19958
C14 -2.86360 -5.19590 -2.30030
C15 -1.65141 -5.71922 -2.72094
C16 -0.49071 -5.38291 -2.03762
C17 -0.54826 -4.53827 -0.94004
S1 1.00369 -4.12993 -0.15027
O4 2.05028 -4.90113 -0.77722
O5 0.80695 -4.32731 1.26751
O6 1.18473 -2.67365 -0.51069
H14 -0.93724 -4.30213 2.27890
H15 -3.85546 -3.93657 -0.87985
H16 -3.77832 -5.43824 -2.82948
H17 -1.60206 -6.37679 -3.58043
H18 0.47366 -5.76378 -2.34677

Atomic partial charges in e from the natural (NBO) method, atoms 1 to 6:
1. Ti 1.766
2. C -0.634
3. C 0.008
4. C -0.186
5. C -0.027
6. C -0.642


3.
This record from the Open Molecules 2025 dataset describes a cluster of 3 separate species, C4H11NO4 in total. The level of theory is ωB97M-V/def2-TZVPD.

Values from the calculation:
Gap between HOMO and LUMO ... 0.374 Ha
SMILES ... N[C@H](C=O)CC=O.O.O

Positions of all 20 atoms, in Å:
N1 0.50901 0.59073 1.24693
C1 -0.04227 -0.69840 0.90212
C2 0.96901 -1.79818 1.29180
O1 0.62832 -2.93864 1.45896
C3 -0.29768 -0.81382 -0.60973
C4 -1.77956 -0.66278 -0.84500
O2 -2.32589 0.40325 -0.97763
H1 0.10911 0.91190 2.12338
H2 0.35025 1.31356 0.55488
H3 -0.89920 -1.01743 1.49979
H4 2.00982 -1.45409 1.45190
H5 0.24163 -0.06650 -1.19574
H6 0.03129 -1.77374 -1.00462
H7 -2.35611 -1.59034 -0.98394
O3 2.38244 1.72750 -1.08441
H8 2.84843 1.19921 -0.42610
H9 1.84505 2.38117 -0.62353
O4 -0.42414 2.55398 -0.88227
H10 -0.33944 1.99652 -1.66379
H11 -1.37534 2.70292 -0.80754

Atomic partial charges in e from the natural (NBO) method, atoms 1 to 6:
1. N -0.861
2. C -0.151
3. C 0.447
4. O -0.525
5. C -0.524
6. C 0.456


4.
This record from the Open Molecules 2025 dataset describes a structure of composition C8H9B2BeF14N4O4S2. The level of theory is ωB97M-V/def2-TZVPD.

Values from the calculation:
Gap between HOMO and LUMO ... 0.062 Ha
Total charge ... -1

Positions of all 44 atoms, in Å:
Be1 -0.67066 -1.52103 -0.69240
B1 -6.91453 -3.10945 1.14195
F1 -5.91369 -2.21234 1.16963
F2 -6.40278 -4.34313 1.37302
F3 -7.90360 -2.80913 2.14739
F4 -7.46564 -3.10366 -0.10074
B2 -3.27794 -4.34179 -5.02197
F5 -4.51247 -3.73643 -5.35829
F6 -2.24545 -3.38794 -5.24303
F7 -3.19193 -4.63039 -3.69388
F8 -3.06163 -5.49405 -5.84318
C1 5.48938 1.97251 0.27347
F9 5.37234 1.53639 1.50029
F10 4.58462 2.87278 0.16486
F11 6.73597 2.48832 0.19609
S1 5.21170 0.40974 -0.95055
O1 6.47375 0.14283 -1.64366
O2 4.68962 -0.68520 -0.09589
N1 3.79503 0.92575 -1.94672
S2 4.65516 1.53452 -3.13068
O3 5.69616 2.52924 -2.71420
O4 4.99550 0.38544 -4.03536
C2 3.43486 2.64156 -4.11984
F12 2.81367 3.59391 -3.31978
F13 4.34828 3.27484 -4.92368
F14 2.44208 2.03318 -4.77203
C3 2.22385 -7.28797 5.34668
C4 1.40265 -6.41832 4.53715
N2 0.75780 -5.70570 3.91795
H1 3.04216 -6.76902 5.84585
H2 2.56086 -8.04871 4.64255
H3 1.56043 -7.74241 6.08252
C5 -6.07349 5.66124 -2.62963
C6 -5.10560 4.52471 -2.29097
N3 -4.43184 3.60034 -2.00112
H4 -6.76808 5.31176 -3.39351
H5 -5.51642 6.33712 -3.27845
H6 -6.60340 6.28695 -1.91146
C7 0.65336 4.26320 6.12814
C8 0.52343 3.16943 5.18686
N4 0.44558 2.23888 4.48164
H7 -0.32146 4.67192 6.39415
H8 1.24172 5.00523 5.58839
H9 1.23064 3.93486 6.99245

Atomic partial charges in e from the natural (NBO) method, atoms 1 to 6:
1. Be 0.870
2. B 1.310
3. F -0.516
4. F -0.498
5. F -0.552
6. F -0.499


Energy relative to the best compared isomer or geometry (same formula, charge and spin) / kJ/mol: 311.76, 0.00, 147.54, 1433.76
Lowest unoccupied orbital energy / eV: 0.7721, 4.6558, 0.7135, -6.5237
Total energy / eV: -10919.7744, -138412.7167, -14005.6092, -84060.0269